Entry 1:
DFT (wB97M-V/def2-TZVPD) results for the molecule C2H3Cl2N in a non-equilibrium geometry.

```
8
Properties=species:S:1:pos:R:3:forces:R:3:lowdin_charge:R:1
Cl -1.53121 2.00815 0.22987 0.723 -0.252 -0.129 0.5623
C -0.35165 0.76085 -0.28190 -0.253 -1.233 -3.027 -0.7321
N 0.73275 0.39935 0.54669 1.440 1.345 0.165 -0.0114
C -0.28655 -0.52806 0.50153 -0.382 0.320 -2.140 -0.7570
Cl -0.24522 -2.06495 -0.38276 0.139 0.442 0.409 0.5957
H -0.37738 0.60965 -1.47145 0.375 0.618 2.913 0.1468
H 1.72028 0.30116 0.31055 -0.712 -0.088 -0.289 0.1337
H -0.95011 -0.41538 1.27815 -1.331 -1.153 2.099 0.0620
```
Positions in Å, forces in eV/Å.

Properties
LUMO, eV: 1.00
SMILES: Cl[C@H]1N[C@@H]1Cl
2S+1: 1


Entry 2:
DFT (wB97M-V/def2-TZVPD) results for the molecule C2H3Cl2N in a non-equilibrium geometry.

```
8
Properties=species:S:1:pos:R:3:forces:R:3:lowdin_charge:R:1
C 0.42423 0.51689 -0.25776 -2.885 0.721 1.245 -0.3739
C 0.15047 -0.56509 0.79542 0.588 0.223 -1.074 -1.1841
N -0.64993 0.46319 -1.30304 2.947 -0.716 -0.350 0.0958
Cl -1.29553 -0.77931 1.61126 -0.627 0.227 0.308 0.6430
Cl 1.13367 -1.94864 0.64755 0.110 -0.413 0.160 0.6298
H 0.51119 1.51708 0.30040 -0.030 -1.146 -1.078 0.1274
H 1.33671 0.15141 -0.67729 0.587 0.589 -0.597 0.0544
H -1.61083 0.64446 -1.11655 -0.689 0.514 1.386 0.0077
```
Positions in Å, forces in eV/Å.

Properties
LUMO (spin up / spin down), eV: -0.34 / -0.73
2S+1: 1


Entry 3:
DFT (wB97M-V/def2-TZVPD) results for a structure of composition C2H3Cl2N4 in a non-equilibrium geometry.

```
11
Properties=species:S:1:pos:R:3:forces:R:3:lowdin_charge:R:1
C 0.63167 -0.06882 -0.33570 0.468 1.596 2.645 -0.3829
C -1.49812 0.17898 0.52120 -1.175 -2.707 -3.740 -1.0846
N -0.04364 0.01995 -1.45426 0.610 -1.311 -2.655 0.0140
N -1.25016 0.08314 -1.46483 -0.063 2.134 2.416 0.0783
N -0.17932 0.03978 0.79429 2.100 -0.128 -0.917 0.0790
N 1.95336 -0.06036 -0.23924 1.228 -0.317 -2.462 0.2080
Cl -2.26315 -1.39848 -0.16856 0.080 -0.314 1.410 0.6838
Cl -2.65774 1.09512 1.22134 -0.185 1.053 1.004 0.8229
H 0.39076 0.13911 1.64058 -1.307 0.185 0.180 0.1882
H 2.53574 -0.06419 -1.21839 -1.742 0.019 3.572 0.2390
H 2.38059 0.03577 0.70357 -0.015 -0.210 -1.453 0.1543
```
Positions in Å, forces in eV/Å.

Properties
LUMO, eV: -5.93
Net charge: +1
2S+1: 1


For each record above, in turn, the calculated energy above the lowest of the compared OMol25 structures with the same formula, charge and spin values are 101.5 312.6 207.0 kJ/mol.
For each record above, in turn, the calculated E_tot values are -28655.8841 -28653.6970 -33116.5399 eV.